# 1
This record from the OMol25 dataset describes a single C3H7NOS molecule in a non-equilibrium geometry. The level of theory is ωB97M-V/def2-TZVPD.

The calculation puts the LUMO energy at 0.014 Eh. For the maximum force, the calculation gives 2.375 eV Å⁻¹. As for the HOMO-LUMO gap: 0.323 Ha. The HOMO energy comes out at -0.3080 hartree.

The geometry in XYZ format:
```
13
Properties=species:S:1:pos:R:3:forces:R:3:mulliken_charge:R:1
C -0.35288 -1.57831 -0.20551 0.36 0.80 -0.62 -1.292
C -0.27118 -0.15030 0.37708 -1.03 -1.90 -0.39 0.588
O -1.36303 0.60013 -0.20735 -0.03 -0.10 0.92 -0.610
C 1.00219 0.53269 0.05942 0.67 0.66 -0.12 -0.171
N 0.77015 1.85615 -0.08781 0.99 -2.11 0.47 -0.317
S 2.43481 -0.29877 -0.03246 -0.38 0.77 0.11 -0.305
H 0.31578 -2.26749 0.29599 0.02 -0.06 0.01 0.371
H -0.07466 -1.50219 -1.27622 -0.06 -0.21 0.59 0.323
H -1.37768 -1.92065 -0.17294 -0.26 -0.16 0.25 0.347
H -0.33060 -0.19227 1.47617 -0.23 0.16 -0.20 0.231
H -2.09680 0.51079 0.41129 -0.10 0.11 -0.26 0.345
H 1.54056 2.38107 -0.39582 0.62 1.08 -0.46 0.228
H -0.19665 2.02914 -0.24185 -0.58 0.94 -0.28 0.263
```
Positions in Å, forces in eV/Å.

---

# 2
This record from the OMol25 dataset describes a 4-piece molecular cluster, C21H55BN5O6P overall. The level of theory is ωB97M-V/def2-TZVPD.

The calculation puts the LUMO energy at -0.007 Eh. For the maximum force, the calculation gives 0.989 eV Å⁻¹. As for the HOMO-LUMO gap: 0.289 Ha. The HOMO energy comes out at -0.2956 hartree.

The geometry in XYZ format:
```
89
Properties=species:S:1:pos:R:3:forces:R:3:mulliken_charge:R:1
C -0.23923 2.40940 -1.94407 -0.02 -0.10 0.07 -0.978
N -1.68125 2.15676 -2.01656 0.22 0.25 0.26 0.243
C -2.12593 1.07848 -1.11516 -0.17 -0.16 -0.40 -0.178
B -2.46496 3.35573 -1.91151 0.07 0.04 -0.43 0.389
O -2.15458 4.37720 -1.05547 0.15 -0.43 0.15 -0.495
O -3.59651 3.59606 -2.74682 -0.50 -0.17 0.84 -0.385
C -4.57541 2.68922 -2.86156 0.01 -0.14 -0.40 0.489
O -4.60050 1.76141 -3.59561 -0.01 0.00 -0.02 -0.399
O -5.64634 3.01716 -2.03963 0.26 0.24 0.18 -0.301
P -5.93844 2.08928 -0.74450 -0.25 -0.44 0.10 0.814
N -6.09548 0.58864 -0.92645 0.12 0.32 -0.16 -0.696
O -4.74073 2.46535 0.26785 -0.03 0.03 -0.13 -0.331
O -7.17599 2.87399 -0.11879 0.21 0.12 -0.21 -0.514
H 0.28343 1.45546 -2.01304 0.02 -0.02 0.00 0.372
H 0.07404 3.00461 -2.80206 0.00 0.10 0.06 0.348
H 0.07653 2.91100 -1.02107 0.01 -0.01 0.01 0.242
H -1.31191 0.36819 -0.98666 0.02 0.00 -0.02 -0.060
H -2.95775 0.53754 -1.57149 -0.07 0.02 0.11 0.278
H -2.43669 1.42565 -0.12661 0.13 -0.01 0.05 -0.046
H -2.90659 4.93769 -0.86371 -0.03 0.51 -0.36 0.298
H -5.97376 0.25334 -1.87311 0.00 -0.21 0.09 0.308
H -4.58518 3.41412 0.34023 -0.05 0.08 0.11 0.256
H -7.08115 3.01104 0.82860 -0.11 -0.01 0.09 0.343
C 0.61676 3.81196 2.17687 0.00 0.02 -0.02 -1.553
C -0.85858 3.59089 2.47292 0.07 0.03 -0.01 -0.199
N -1.15837 2.23077 2.88330 -0.09 -0.04 0.02 0.751
C -2.57876 1.92905 2.87733 -0.09 0.00 -0.01 0.412
C -3.48521 2.68374 3.85906 -0.04 -0.05 0.00 -1.482
C -0.40446 1.73180 4.02075 0.16 -0.07 0.05 -0.724
C -0.50669 2.49832 5.34565 0.00 -0.07 0.03 -1.277
H 0.97606 3.08067 1.45082 0.00 -0.02 0.02 0.240
H 0.76387 4.80951 1.76094 0.00 0.00 -0.01 0.437
H 1.23303 3.73818 3.07361 0.00 0.00 0.00 0.406
H -1.42445 3.78235 1.55600 -0.04 -0.02 0.01 0.233
H -1.18808 4.34480 3.20699 0.00 -0.01 0.00 0.274
H -2.70682 0.85399 3.03471 0.07 -0.01 0.03 0.348
H -2.94494 2.12155 1.86714 0.05 0.02 -0.01 -0.665
H -3.36789 2.33308 4.88326 0.03 0.04 0.01 0.353
H -4.53046 2.52354 3.58361 0.01 -0.01 -0.01 0.473
H -3.29877 3.75894 3.84258 0.01 0.00 0.00 0.278
H 0.64889 1.68781 3.73260 -0.01 0.06 -0.04 0.482
H -0.69218 0.68899 4.18080 -0.09 0.02 -0.03 0.292
H -0.41587 3.57581 5.19965 0.01 0.00 -0.01 0.276
H 0.30191 2.18840 6.01031 0.00 0.00 0.00 0.407
H -1.44313 2.30335 5.86617 -0.03 0.06 -0.03 0.283
C 0.60572 -5.11869 -0.53082 0.04 0.01 -0.05 -1.490
C 0.00989 -3.79835 -0.07126 0.08 0.01 -0.07 0.091
N -0.07386 -3.66913 1.37151 -0.04 -0.02 0.01 0.157
C -0.86798 -2.52741 1.79112 -0.11 0.09 0.01 -1.128
C -0.34902 -1.13125 1.42956 -0.03 0.07 0.12 0.407
C 1.16845 -3.88478 2.09401 0.11 -0.08 0.04 -0.838
C 2.37707 -3.01087 1.72907 0.01 0.00 0.07 -0.512
H 0.07378 -5.97240 -0.10924 -0.02 0.04 0.05 0.372
H 0.54374 -5.18093 -1.61856 0.01 -0.02 0.00 0.469
H 1.65935 -5.19822 -0.25824 0.00 -0.04 -0.02 0.242
H -1.00605 -3.70962 -0.46549 -0.01 0.03 0.03 0.435
H 0.59091 -2.98355 -0.53685 -0.02 0.00 -0.02 -0.106
H -1.01313 -2.58827 2.87370 0.07 -0.03 0.01 0.337
H -1.86478 -2.64945 1.35564 0.03 -0.03 -0.06 0.422
H 0.50304 -0.83980 2.04354 0.02 -0.01 -0.04 -0.061
H -1.12713 -0.38309 1.59478 0.00 0.00 0.00 -0.168
H -0.05172 -1.06707 0.38180 0.01 -0.02 0.00 0.061
H 1.45598 -4.93075 1.96254 -0.03 0.00 -0.05 0.382
H 0.95197 -3.78135 3.16031 -0.03 0.06 -0.01 0.370
H 2.50832 -2.93191 0.64820 0.00 -0.02 0.00 -0.079
H 3.28682 -3.45619 2.13682 0.00 -0.01 0.00 0.402
H 2.29964 -2.00335 2.13543 -0.02 0.02 -0.06 0.257
C 3.91604 0.17486 -1.91000 -0.02 0.00 0.03 -1.638
C 3.72761 -1.33005 -2.02752 0.03 0.05 0.02 0.355
N 3.47909 -1.76989 -3.38897 -0.03 -0.02 0.01 0.152
C 3.00414 -3.13903 -3.47147 -0.14 -0.12 0.05 -0.521
C 3.95103 -4.26132 -3.02704 -0.05 -0.04 -0.06 -1.102
C 4.47314 -1.37508 -4.37243 0.07 0.10 -0.07 -0.747
C 5.92730 -1.80470 -4.13756 0.00 -0.02 -0.07 -0.970
H 3.07320 0.70440 -2.35731 0.01 0.00 -0.03 0.360
H 3.98014 0.45665 -0.85802 0.00 0.00 0.00 0.460
H 4.83188 0.51458 -2.39481 0.00 0.00 0.00 0.361
H 2.85447 -1.61793 -1.43331 0.00 -0.04 -0.02 -0.249
H 4.59299 -1.83113 -1.56388 -0.01 0.00 0.00 0.195
H 2.68198 -3.33230 -4.49839 0.05 0.07 -0.03 0.326
H 2.09423 -3.19699 -2.86409 0.03 0.03 0.04 0.264
H 4.73949 -4.44211 -3.75676 0.04 0.03 0.04 0.333
H 3.38960 -5.19209 -2.92199 -0.01 0.00 0.00 0.437
H 4.41365 -4.04843 -2.06237 0.00 0.02 0.00 0.231
H 4.44949 -0.28582 -4.45566 -0.02 0.00 0.05 0.408
H 4.13716 -1.74145 -5.34565 -0.02 -0.06 0.03 0.382
H 6.23954 -1.63200 -3.10644 -0.01 0.02 0.00 0.255
H 6.58912 -1.22278 -4.78188 0.00 0.00 0.00 0.378
H 6.09220 -2.85580 -4.36988 -0.01 -0.01 0.07 0.267
```
Positions in Å, forces in eV/Å.